P | An isolated ion of composition C3H5N2O and charge +1, computed with the ωB97M-V functional and the def2-TZVPD basis.

Output
**Total charge**: +1
**HOMO level (spin up / spin down)**: -14.14 / -13.83 eV
**Gap between HOMO and LUMO (spin up / spin down)**: 7.28 / 6.47 eV

Geometry as XYZ:
```
11
Properties=species:S:1:pos:R:3:nbo_charge:R:1
C 1.352 1.051 -0.142 0.22
C -0.943 0.157 0.402 -0.39
C -1.235 -1.085 -0.175 0.02
N 0.120 1.013 0.224 -0.38
N 2.068 -0.035 -0.244 0.17
O 2.481 -0.907 0.449 -0.11
H 1.849 1.838 -0.631 0.25
H -1.692 0.725 -0.281 0.39
H -1.411 0.326 1.333 0.34
H -0.364 -1.707 -0.516 0.23
H -2.226 -1.375 -0.420 0.24
```

---

Q | C3H5N2O as an isolated structure, computed with the ωB97M-V functional and the def2-TZVPD basis.

Output
**Total charge**: +1
**HOMO level**: -16.94 eV
**Gap between HOMO and LUMO**: 12.02 eV

Geometry as XYZ:
```
11
Properties=species:S:1:pos:R:3:nbo_charge:R:1
C -2.504 -0.620 -0.024 -0.07
C -1.149 -0.874 0.028 0.02
C 1.209 0.949 -0.027 -0.27
N -2.681 0.674 -0.013 0.04
N -0.592 0.305 0.007 0.00
O -1.534 1.230 0.014 -0.04
H -3.305 -1.235 -0.078 0.26
H -0.537 -1.836 0.078 0.29
H 1.241 1.817 -0.780 0.28
H 1.575 0.965 1.013 0.26
H 1.869 0.178 -0.360 0.23
```

---

R | A 2-piece molecular cluster, C3H5N2O overall, computed with the ωB97M-V functional and the def2-TZVPD basis.

Output
**Total charge**: +1
**HOMO level**: -14.55 eV
**Gap between HOMO and LUMO**: 9.99 eV

Geometry as XYZ:
```
11
Properties=species:S:1:pos:R:3:nbo_charge:R:1
C -2.444 -0.538 -0.204 0.01
C 0.545 -1.417 0.191 0.44
C 1.579 0.799 -0.073 -0.51
N -1.955 0.456 0.131 0.20
N 1.071 -0.428 0.041 -0.10
O -1.007 1.196 0.203 -0.45
H -3.225 -1.213 -0.402 0.27
H 0.080 -2.249 0.438 0.26
H 2.021 0.863 -1.002 0.27
H 0.795 1.448 0.224 0.31
H 2.540 1.083 0.453 0.29
```

---

Relative energies with respect to the most stable structure, expressed in kJ/mol: P 282.9; Q 0.0; R 89.1.